A.
A cluster of 2 separate species, C3H3IN2O in total, computed with wB97M-V/def2-TZVPD.

CARTESIAN COORDINATES (ANGSTROEM)
C 2.6081 -0.1151 -0.3011
C -2.3947 1.0681 -0.2343
C 1.2633 -0.4131 0.0730
N 3.5914 0.2578 -0.7473
N -2.5098 0.5250 0.8203
O -2.7438 0.2485 1.9461
I 0.4004 -1.7206 -1.4580
H 1.3229 -0.9412 0.9472
H -2.0363 0.7075 -1.1507
H 0.4985 0.3831 0.1049

Properties
- lowest unoccupied orbital energy (eV) = -0.62
- gap between HOMO and LUMO (eV) = 9.77
- SMILES = C#[N+][O-].N#CCI
- HOMO energy (eV) = -10.39

Atomic partial charges in e from the Mulliken method, atoms 1 to 2: atom 1 (C): 0.253, atom 2 (C): -0.240

B.
The molecule C3H3IN2O, computed with wB97M-V/def2-TZVPD.

CARTESIAN COORDINATES (ANGSTROEM)
C -1.0876 -1.3816 0.0994
C -1.0962 0.0355 -0.0692
C 1.2348 -0.1990 -0.3792
N -0.1107 -2.1720 -0.0288
N 0.1725 0.5391 -0.2071
O 0.4341 1.9254 -0.0283
I 3.2553 0.1428 0.0591
H -2.1516 -1.6691 0.3129
H -1.8373 0.7422 -0.3645
H 1.1865 2.0366 0.6057

Properties
- lowest unoccupied orbital energy (spin up / spin down) (eV) = -1.35 / -1.50
- gap between HOMO and LUMO (spin up / spin down) (eV) = 6.74 / 6.37
- HOMO energy (spin up / spin down) (eV) = -8.09 / -7.87

Atomic partial charges in e from the Mulliken method, atoms 1 to 2: atom 1 (C): 0.302, atom 2 (C): -0.534

Stability ranking, top entry: A; the second entry is 3.520 eV less favorable.

A.
A cluster of 2 separate species, C19H29N3O6 in total, computed with wB97M-V/def2-TZVPD.

CARTESIAN COORDINATES (ANGSTROEM)
O -0.1079 2.3885 -3.2887
O -1.4254 -4.5444 -3.2759
O -2.4329 -1.7599 0.0166
O 1.4990 0.2713 4.9680
O -0.8756 2.1430 -1.1419
O 3.4586 4.5060 -0.7049
C -0.0241 2.6199 -2.0878
C -1.2817 -4.3350 -2.0823
C -1.5501 -2.4379 0.5271
C 1.8888 -1.4615 3.3513
C 0.6454 0.5540 2.7502
C 1.7280 -1.9502 2.0402
C 0.4780 0.0582 1.4450
C 1.3487 -0.2058 3.7060
C 1.0208 -1.1908 1.0874
N -1.5980 -2.7965 1.8172
N 1.0327 3.4167 -1.6437
N -0.5998 -3.2699 -1.6646
C -1.8614 -5.3117 -1.0770
C -2.6755 -2.4140 2.7273
C -3.1708 2.3435 -1.9051
C -2.0192 1.3954 -1.5883
C 3.3767 4.0483 -2.0655
C 2.6482 3.7236 0.1870
C 1.9335 4.1108 -2.5780
C 1.1753 3.7865 -0.2272
C 0.7491 -1.7636 -0.2899
C -0.3093 -2.8766 -0.2793
H 2.0558 -0.2939 5.5032
H 2.4298 -2.0418 4.0825
H 0.2248 1.5066 3.0351
H 2.1466 -2.9092 1.7664
H -0.0927 0.6266 0.7242
H -0.8103 -3.2927 2.2010
H -0.2894 -2.6536 -2.3991
H -1.0793 -5.6719 -0.4136
H -2.2864 -6.1542 -1.6212
H -2.6509 -4.8210 -0.5112
H -2.5181 -2.8547 3.7121
H -3.6339 -2.7521 2.3286
H -2.7047 -1.3267 2.8210
H -2.9058 3.0007 -2.7389
H -4.0600 1.7703 -2.1837
H -3.4092 2.9573 -1.0315
H -2.3309 0.7216 -0.7847
H -1.7896 0.7703 -2.4588
H 4.0154 4.6696 -2.7006
H 3.7422 3.0180 -2.1331
H 2.7565 4.1039 1.2070
H 2.9861 2.6820 0.1830
H 1.6203 5.1554 -2.6732
H 1.9098 3.6684 -3.5791
H 0.7941 4.8019 -0.0784
H 0.6129 3.1233 0.4363
H 0.4103 -0.9598 -0.9465
H 1.6788 -2.1582 -0.7019
H 0.1268 -3.7341 0.2317

Properties
- lowest unoccupied orbital energy (eV) = 0.32
- gap between HOMO and LUMO (eV) = 9.24
- SMILES = CNC(=O)[C@H](Cc1ccc(O)cc1)NC(C)=O.CCOC(=O)N1CCOCC1
- HOMO energy (eV) = -8.92

Atomic partial charges in e from the Mulliken method, atoms 1 to 2: atom 1 (O): -0.668, atom 2 (O): -0.676

B.
A cluster of 2 separate species, C19H29N3O6 in total, computed with wB97M-V/def2-TZVPD.

CARTESIAN COORDINATES (ANGSTROEM)
O -0.2150 3.5774 -7.3328
O 1.0081 -0.2909 6.3058
O 0.1168 4.2432 -2.5732
O 0.5785 -2.4362 6.7140
O -1.2003 -0.9946 1.4535
O 3.9720 -1.6062 2.5384
C -0.7615 2.9671 -6.4287
C 1.1108 -1.5142 6.0444
C -0.9047 3.5922 -2.7656
C -1.6889 -0.8468 -0.8911
C 0.0909 0.5015 0.1001
C -1.4313 -0.2638 -2.1476
C 0.3540 1.0722 -1.1591
C -0.9300 -0.4627 0.2339
C -0.4104 0.6974 -2.2818
N -1.9390 3.7364 -1.9299
N -0.4511 3.2238 -5.1597
C -1.8064 1.9211 -6.7623
C -3.2273 3.0441 -1.9665
C 2.0691 -0.7646 3.7773
C 2.5506 -1.4480 2.5112
C -0.1335 1.3375 -3.6302
C -0.1568 -2.9709 3.8372
C 1.7264 -4.3130 4.4875
C 1.9013 -2.8293 2.5521
C 1.8842 -1.9236 4.7564
C -0.9689 2.5930 -3.9393
N 1.3226 -3.0199 3.9022
H -1.1030 -0.3325 2.1414
H 4.4236 -0.7437 2.5504
H -2.4689 -1.5845 -0.7761
H 0.6632 0.8102 0.9608
H -2.0135 -0.5600 -3.0095
H 1.1313 1.8197 -1.2628
H -1.7850 4.4029 -1.1884
H 0.2428 3.9462 -5.0249
H -2.7570 2.1993 -6.3149
H -1.4832 0.9490 -6.4001
H -1.9192 1.8789 -7.8449
H -3.8584 3.4032 -1.1519
H -3.7384 3.2379 -2.9113
H -3.0806 1.9700 -1.8436
H 2.7847 -0.0289 4.1574
H 1.1157 -0.2564 3.6052
H 2.2497 -0.8957 1.6155
H 0.9245 1.6034 -3.6695
H -0.3068 0.5945 -4.4083
H -0.5430 -3.6832 3.1012
H -0.5917 -3.2152 4.8140
H -0.4970 -1.9700 3.5595
H 1.3359 -4.4040 5.5089
H 2.8180 -4.3873 4.5313
H 1.3440 -5.1498 3.8945
H 1.1214 -2.8935 1.7861
H 2.6579 -3.5896 2.3323
H 2.8753 -2.2361 5.0959
H -2.0023 2.2931 -4.0941

Properties
- lowest unoccupied orbital energy (eV) = 0.12
- gap between HOMO and LUMO (eV) = 8.37
- SMILES = C[N+]1(C)C[C@H](O)C[C@H]1C(=O)[O-].CNC(=O)[C@H](Cc1ccc(O)cc1)NC(C)=O
- HOMO energy (eV) = -8.25

Atomic partial charges in e from the Mulliken method, atoms 1 to 2: atom 1 (O): -0.675, atom 2 (O): -0.717

Stability ranking, top entry: A; the second entry is 1.353 eV less favorable.

A.
A structure of composition C8H32BeN16O8, computed with wB97M-V/def2-TZVPD.

CARTESIAN COORDINATES (ANGSTROEM)
Be 0.1625 -0.1432 -0.0988
C 2.9377 -1.7877 1.6847
O 1.7431 -1.6820 1.2627
N 3.6451 -2.8592 1.5422
N 3.6585 -0.8468 2.2954
H 3.3148 -3.5307 0.8639
H 4.6082 -2.6945 1.7977
H 3.1058 -0.0049 2.2182
H 4.5987 -0.9043 2.6599
C -0.8983 -1.1116 -3.1681
O 0.0592 -0.7289 -2.5265
N -1.8955 -1.7596 -2.7092
N -0.8356 -0.9638 -4.4759
H -2.1285 -1.9930 -1.7546
H -2.6851 -1.7864 -3.3384
H -1.7112 -1.1359 -4.9490
H -0.0667 -0.3583 -4.7256
C 3.4302 0.7331 -1.4948
O 2.3425 0.2256 -1.3315
N 4.1346 0.6574 -2.5716
N 4.0757 1.3120 -0.5240
H 5.0199 1.1301 -2.6844
H 3.8416 0.0729 -3.3414
H 3.6676 0.9186 0.3119
H 5.0510 1.5004 -0.7067
C -1.5921 -0.4311 2.9858
O -1.0643 -0.0500 1.9292
N -2.2197 0.3677 3.7797
N -1.5670 -1.6286 3.3898
H -2.2985 0.2060 4.7736
H -2.2418 1.3389 3.5034
H -2.0662 -1.7498 4.2594
H -1.2204 -2.3200 2.7403
C -1.9124 -3.4300 0.0120
O -1.3561 -2.3818 0.2130
N -2.8913 -3.9877 0.6882
N -1.3725 -4.2743 -0.6808
H -3.3409 -4.8458 0.4025
H -3.3620 -3.3503 1.3145
H -0.3906 -4.0510 -0.7586
H -1.6983 -5.2292 -0.7270
C -3.2761 0.9249 -1.0386
O -2.1662 0.4146 -0.8646
N -3.7162 1.3008 -2.1880
N -4.1975 1.0564 -0.1111
H -3.0291 1.1970 -2.9209
H -4.5419 1.8668 -2.3226
H -5.1526 1.2579 -0.3708
H -3.8689 0.8817 0.8278
C -0.2698 3.2440 -1.7771
O -0.0781 2.2368 -1.0532
N 0.3075 3.4481 -2.9184
N -1.0257 4.2244 -1.4453
H -0.0647 4.2577 -3.3941
H 0.8379 2.6521 -3.2426
H -1.7408 4.0387 -0.7566
H -1.0110 5.0487 -2.0288
C 1.7375 1.6888 2.4282
O 1.6290 1.1601 1.3732
N 1.9943 2.9526 2.6488
N 1.6706 1.1037 3.5955
H 2.4165 3.1495 3.5450
H 2.0098 3.5712 1.8506
H 1.2923 0.1728 3.6973
H 1.6615 1.7079 4.4048

Properties
- lowest unoccupied orbital energy (eV) = -4.76
- charge = +2
- gap between HOMO and LUMO (eV) = 9.55
- HOMO energy (eV) = -14.31

Atomic partial charges in e from the Mulliken method, atoms 1 to 2: atom 1 (Be): 1.644, atom 2 (C): 0.538

B.
A structure of composition C8H32BeN16O8, computed with wB97M-V/def2-TZVPD.

CARTESIAN COORDINATES (ANGSTROEM)
Be -12.1181 -6.6694 12.4319
C -9.0900 -9.1268 7.5267
O -9.7493 -9.4095 8.5683
N -7.9660 -9.8740 7.3578
N -9.4321 -8.1141 6.5770
H -7.3689 -9.9443 6.5654
H -8.0514 -10.7009 7.9056
H -10.1638 -7.5078 6.8908
H -8.6050 -7.7159 6.2445
C -14.2095 -6.3530 10.9543
O -13.0818 -5.9592 11.3807
N -15.2803 -6.4026 11.7768
N -14.2446 -6.6562 9.6297
H -15.9757 -7.0226 11.4427
H -15.2268 -6.5892 12.7752
H -13.4805 -6.4346 9.0248
H -15.0733 -7.1123 9.3014
C -12.1727 -5.8562 14.8671
O -12.8389 -6.3208 13.9593
N -11.5169 -4.7175 14.7373
N -11.9779 -6.5543 16.0231
H -10.9830 -4.4040 15.5288
H -11.3885 -4.3070 13.8332
H -12.4082 -7.4743 16.0223
H -11.0724 -6.4298 16.4548
C -9.6520 -7.1998 12.4843
O -10.6327 -6.4062 12.3237
N -9.1028 -7.4344 13.7026
N -9.0391 -8.0181 11.6378
H -8.7411 -6.5923 14.1699
H -8.3224 -8.0387 13.6423
H -9.4752 -8.2198 10.7702
H -8.4526 -8.6544 12.1157
C -11.7331 -4.8233 8.0172
O -11.4094 -6.0265 8.1635
N -12.1810 -4.2878 6.7817
N -11.7876 -3.9376 9.1913
H -12.2475 -4.8432 5.9279
H -12.3040 -3.2924 6.7232
H -11.1743 -4.1306 9.9750
H -11.7909 -3.0004 8.8227
C -12.9788 -9.1795 11.5935
O -12.1968 -8.3291 12.0938
N -13.7253 -9.9552 12.2986
N -13.1281 -9.3006 10.2985
H -13.6238 -9.9167 13.2923
H -14.3202 -10.5776 11.8107
H -12.5261 -8.6777 9.7366
H -13.5202 -10.1052 9.7945
C -8.6041 -3.8376 10.6876
O -8.7433 -4.9497 10.2242
N -8.5623 -3.6250 12.1470
N -8.4468 -2.7653 9.7766
H -9.3733 -4.1006 12.5045
H -8.6745 -2.6207 12.2247
H -8.2311 -1.8253 10.0579
H -8.5620 -3.0629 8.8124
C -12.4941 -1.9964 12.6959
O -11.5770 -2.8052 12.6684
N -12.3809 -0.5213 12.6960
N -13.8559 -2.4214 12.8303
H -11.4764 -0.3905 12.2388
H -13.0507 -0.2142 11.9887
H -14.5335 -1.7022 12.6653
H -14.0548 -3.4033 12.8984

Properties
- lowest unoccupied orbital energy (eV) = -4.61
- charge = +2
- gap between HOMO and LUMO (eV) = 9.42
- HOMO energy (eV) = -14.03

Atomic partial charges in e from the Mulliken method, atoms 1 to 2: atom 1 (Be): -0.402, atom 2 (C): 0.541

Stability ranking, top entry: B; the second entry is 7.778 eV less favorable.

A.
The ion C5H12N3O with charge +1, computed with wB97M-V/def2-TZVPD.

CARTESIAN COORDINATES (ANGSTROEM)
C -1.4581 -1.8211 -0.2296
C 0.1549 -2.4711 1.3980
C 0.3465 0.3025 -0.8307
C 2.5113 0.5706 0.2445
C -2.4531 1.6109 -0.2096
N -0.7679 -2.2201 0.7027
N -0.8400 -0.2868 -0.7262
N 1.4998 -0.2450 -0.3991
O -1.8754 0.5473 -1.1187
H -2.5437 -1.7783 -0.3252
H 0.9352 -1.7239 1.4677
H 0.1092 -3.4300 1.7632
H 0.3845 1.3877 -0.9617
H 3.3949 0.0724 0.1575
H 2.4147 1.5448 -0.1297
H 2.2174 0.6244 1.3233
H -3.0974 1.2056 0.5171
H -2.9905 2.2312 -0.9396
H -1.6093 2.2172 0.2528
H 1.3416 -1.2029 0.0496
H -1.0235 -2.5345 -1.2689

Properties
- lowest unoccupied orbital energy (eV) = -3.67
- charge = +1
- gap between HOMO and LUMO (eV) = 9.62
- SMILES = C=NCN(/C=[NH+]/C)OC
- HOMO energy (eV) = -13.29

Atomic partial charges in e from the Mulliken method, atoms 1 to 2: atom 1 (C): -0.539, atom 2 (C): -0.338

B.
A cluster of 2 separate species, C5H12N3O in total, computed with wB97M-V/def2-TZVPD.

CARTESIAN COORDINATES (ANGSTROEM)
C 2.6635 -0.4152 0.2099
C -2.2526 -1.4654 -1.2500
C -0.8835 1.2066 -0.6935
C -1.8659 0.5072 1.4835
C -1.6326 -1.1364 -0.1916
N 4.9691 -0.0343 -0.2196
N 3.6378 0.0693 -0.2971
N -1.0571 0.1455 0.3821
O 1.5527 -0.5776 0.4576
H 5.2984 0.3934 -1.0807
H -2.4745 -0.8156 -2.0829
H -2.6681 -2.4502 -1.4713
H -0.7226 2.1559 -0.2214
H 0.0872 0.9189 -1.1310
H -1.6815 1.0553 -1.4149
H -2.9729 0.5883 1.2853
H -1.9876 -0.1736 2.3571
H -1.6424 1.4406 1.8918
H -1.5927 -1.8548 0.6284
H 5.3168 0.5201 0.5457
H -0.0914 -0.0777 0.8127

Properties
- lowest unoccupied orbital energy (eV) = -2.77
- charge = +1
- gap between HOMO and LUMO (eV) = 9.79
- HOMO energy (eV) = -12.56

Atomic partial charges in e from the Mulliken method, atoms 1 to 2: atom 1 (C): 0.379, atom 2 (C): -0.834

Stability ranking, top entry: B; the second entry is 3.386 eV less favorable.